<i>
Formula: CHBrF2N2O2
Source: the OMol25 dataset
Level of theory: ωB97M-V/def2-TZVPD

Results
frontier orbital gap	0.384	Ha

```
! RIJCOSX wB97M-V def2-TZVPD def2/J DEFGRID3
* xyz 0 1
Br -1.492 -0.217 1.674
N 1.171 -0.522 0.447
F 1.677 -0.966 -0.733
O -0.122 1.202 -1.690
O -0.650 2.098 0.195
H -0.799 -0.943 -0.662
C -0.497 -0.195 0.074
F 1.132 -1.632 1.222
N -0.420 1.174 -0.527
*
```


<ii>
Formula: CHBrF2N2O2
Source: the OMol25 dataset
Level of theory: ωB97M-V/def2-TZVPD

Results
frontier orbital gap	0.364	Ha

```
! RIJCOSX wB97M-V def2-TZVPD def2/J DEFGRID3
* xyz 0 1
C 0.768 0.024 -0.408
F 0.312 -2.240 -0.701
F 1.648 -1.124 -2.114
N 0.497 -1.007 -1.316
N 0.618 1.349 -1.078
Br 2.545 0.058 0.579
O -0.489 1.550 -1.537
O 1.589 2.089 -1.038
H -0.262 -0.056 0.578
*
```


Stability ranking, top entry: <i>; the second entry is 89.9 kJ/mol less favorable.


<i>
Formula: C4H6N2S
Source: the OMol25 dataset
Level of theory: ωB97M-V/def2-TZVPD

Results
frontier orbital gap	0.290	Ha

```
! RIJCOSX wB97M-V def2-TZVPD def2/J DEFGRID3
* xyz 0 1
H -1.439 -0.191 -1.535
N -0.287 -0.898 0.347
H 2.902 -0.605 -0.657
H 2.604 1.193 0.405
H 0.869 0.991 1.048
C 1.871 -0.361 -0.419
N 0.870 -1.244 -0.124
H -2.481 -0.814 1.545
S -3.881 0.045 -0.216
C 1.614 1.025 0.175
H 1.107 1.576 -0.621
C -2.471 -0.359 0.508
C -1.278 -0.358 -0.456
*
```


<ii>
Formula: C4H6N2S
Source: the OMol25 dataset
Level of theory: ωB97M-V/def2-TZVPD

Results
frontier orbital gap	0.271	Ha

```
! RIJCOSX wB97M-V def2-TZVPD def2/J DEFGRID3
* xyz 0 1
H -1.297 2.114 0.113
S 3.021 -0.309 -0.041
C -0.593 1.254 0.014
H 2.749 -1.248 1.339
C 1.376 0.079 -0.143
H 0.250 -1.767 -0.076
C -0.907 -0.094 -0.003
C 0.900 1.279 -0.070
H -3.096 0.102 0.096
N 0.330 -0.820 -0.245
N -2.120 -0.795 0.126
H 1.534 2.088 -0.291
H -2.147 -1.885 -0.820
*
```


Stability ranking, top entry: <i>; the second entry is 55.9 kJ/mol less favorable.


<i>
Formula: C4H6N2S
Source: the OMol25 dataset
Level of theory: ωB97M-V/def2-TZVPD

Results
frontier orbital gap	0.340	Ha

```
! RIJCOSX wB97M-V def2-TZVPD def2/J DEFGRID3
* xyz 0 1
N 0.615 -0.101 -0.057
H 2.598 -0.249 -0.018
C 1.818 -0.935 0.070
C -0.996 1.474 0.025
H 1.819 -1.745 -0.673
H -2.731 -1.622 -0.426
C -1.469 0.130 0.070
H 1.289 1.894 -0.006
H -1.539 2.384 -0.218
C 0.416 1.285 0.068
H 1.872 -1.387 1.128
N -0.558 -0.761 -0.036
S -3.134 -0.365 0.075
*
```


<ii>
Formula: C4H6N2S
Source: the OMol25 dataset
Level of theory: ωB97M-V/def2-TZVPD

Results
frontier orbital gap	0.307	Ha

```
! RIJCOSX wB97M-V def2-TZVPD def2/J DEFGRID3
* xyz 0 1
H 2.547 1.001 0.375
H 3.730 -0.454 0.190
H -3.409 -0.574 0.207
S 0.429 2.185 0.017
C -2.331 -0.535 0.277
C -0.190 0.661 -0.154
H -2.203 1.303 -0.723
C -1.664 0.484 -0.255
C 2.717 -0.047 0.150
H -0.095 -1.303 -0.503
N 1.802 -0.876 -0.166
H -1.820 -1.334 0.838
N 0.486 -0.511 -0.253
*
```


Stability ranking, top entry: <i>; the second entry is 86.9 kJ/mol less favorable.


<i>
Formula: C4H6N2S
Source: the OMol25 dataset
Level of theory: ωB97M-V/def2-TZVPD

Results
frontier orbital gap	0.340	Ha

```
! RIJCOSX wB97M-V def2-TZVPD def2/J DEFGRID3
* xyz 0 1
C -0.798 -0.793 -0.867
H -0.308 -1.561 -1.417
C 0.030 -0.408 0.130
C -1.887 -0.301 -1.632
H -1.002 1.304 0.549
N -2.719 0.172 -2.229
H -0.836 0.437 1.944
N 1.192 -1.116 0.698
H 1.683 -0.349 1.279
S 1.193 1.869 1.028
C -0.223 0.750 1.077
H 1.834 1.454 -0.427
H 1.843 -1.459 -0.135
*
```


<ii>
Formula: C4H6N2S
Source: the OMol25 dataset
Level of theory: ωB97M-V/def2-TZVPD

Results
frontier orbital gap	0.374	Ha

```
! RIJCOSX wB97M-V def2-TZVPD def2/J DEFGRID3
* xyz 0 1
C -0.802 1.043 1.633
C -0.169 -0.976 -1.140
H 3.574 -0.936 -1.095
N -0.408 1.281 0.335
H 0.570 1.559 0.176
H -0.059 1.441 2.359
H -0.417 -1.618 -0.271
S -1.132 0.554 -1.038
C 2.499 -0.968 -1.210
C 1.301 -0.944 -1.191
H -2.514 0.361 1.346
H -0.520 -1.465 -2.017
N -1.923 0.666 2.115
*
```


Stability ranking, top entry: <ii>; the second entry is 31.6 kJ/mol less favorable.


<i>
Formula: C2H3Cl2NO
Source: the OMol25 dataset
Level of theory: ωB97M-V/def2-TZVPD

Results
frontier orbital gap	0.331	Ha

```
! RIJCOSX wB97M-V def2-TZVPD def2/J DEFGRID3
* xyz 0 1
H -1.298 -0.740 0.625
H -1.456 0.985 0.008
H -1.414 -0.352 -1.212
Cl 1.124 -1.727 -0.488
N 0.906 -0.030 1.141
C 0.384 0.026 -0.182
Cl 1.087 1.209 -1.228
C -1.144 -0.036 -0.164
O 1.812 0.665 1.501
*
```


<ii>
Formula: C2H3Cl2NO
Source: the OMol25 dataset
Level of theory: ωB97M-V/def2-TZVPD

Results
frontier orbital gap	0.400	Ha

```
! RIJCOSX wB97M-V def2-TZVPD def2/J DEFGRID3
* xyz 0 1
N 0.374 -0.604 0.894
Cl -2.194 -0.657 -0.536
O 1.677 -1.026 1.378
Cl -0.698 1.172 -2.347
H -1.413 1.365 -0.292
H 1.289 -1.682 1.986
C -0.877 0.551 -0.678
C 0.449 0.230 -0.085
H 1.393 0.649 -0.320
*
```


Stability ranking, top entry: <ii>; the second entry is 49.8 kJ/mol less favorable.


<i>
Formula: C2H3Cl2NO
Source: the OMol25 dataset
Level of theory: ωB97M-V/def2-TZVPD

Results
frontier orbital gap	0.352	Ha

```
! RIJCOSX wB97M-V def2-TZVPD def2/J DEFGRID3
* xyz 0 1
H 0.244 -1.392 1.514
C 0.102 0.472 0.592
H 0.163 -1.423 -0.297
Cl -0.158 -0.047 -2.288
N 0.491 0.775 -0.889
H -1.295 -1.117 0.600
Cl 0.520 2.409 -1.242
C -0.258 -0.997 0.615
O 0.193 1.321 1.393
*
```


<ii>
Formula: C2H3Cl2NO
Source: the OMol25 dataset
Level of theory: ωB97M-V/def2-TZVPD

Results
frontier orbital gap	0.318	Ha

```
! RIJCOSX wB97M-V def2-TZVPD def2/J DEFGRID3
* xyz 0 1
Cl 2.308 -2.002 -0.020
H -0.500 0.501 0.741
C 0.075 0.103 0.031
H 0.127 -0.920 0.230
O 3.780 0.231 0.116
H -0.493 0.359 -0.953
C 1.539 0.581 0.055
Cl 1.769 2.374 -0.052
N 2.631 -0.058 0.010
*
```


Stability ranking, top entry: <i>; the second entry is 122.9 kJ/mol less favorable.


<i>
Formula: C3H6N2S2
Source: the OMol25 dataset
Level of theory: ωB97M-V/def2-TZVPD

Results
frontier orbital gap	0.306	Ha

```
! RIJCOSX wB97M-V def2-TZVPD def2/J DEFGRID3
* xyz 0 1
S -2.414 -0.598 -0.360
H 1.334 -1.845 0.681
S 2.879 -0.033 -0.295
C 1.346 0.543 -0.209
H -0.534 2.271 0.493
C 0.386 -1.669 0.152
H -0.471 -1.995 0.719
N 0.227 -0.188 0.010
H 0.418 -2.132 -0.817
N -1.186 1.695 -0.024
H 1.233 1.620 -0.295
H -2.146 2.004 0.042
C -1.072 0.325 -0.098
*
```


<ii>
Formula: C3H6N2S2
Source: the OMol25 dataset
Level of theory: ωB97M-V/def2-TZVPD

Results
frontier orbital gap	0.319	Ha

```
! RIJCOSX wB97M-V def2-TZVPD def2/J DEFGRID3
* xyz 0 1
H 2.112 1.380 -1.365
H 0.160 0.134 -2.438
N 0.960 -0.696 1.080
H 1.382 1.684 0.208
C -0.104 -0.075 1.652
C 1.027 1.488 -0.891
S 0.834 -1.351 -0.430
N -1.150 0.462 1.289
S -1.546 0.553 -0.404
C 0.220 0.131 -1.221
H -0.086 0.054 2.731
H 1.893 -0.436 1.573
H 0.397 2.333 -1.192
*
```


<iii>
Formula: C3H6N2S2
Source: the OMol25 dataset
Level of theory: ωB97M-V/def2-TZVPD

Results
frontier orbital gap	0.307	Ha

```
! RIJCOSX wB97M-V def2-TZVPD def2/J DEFGRID3
* xyz 0 1
H 2.229 0.048 -1.077
C -0.364 -0.661 0.460
C -0.348 1.393 -0.756
S 0.031 2.496 -1.867
H 0.994 -0.437 -2.348
S -1.586 -1.030 2.796
N 0.122 0.168 -0.558
N -0.859 -0.065 1.539
H 0.042 -1.637 0.478
C 1.291 -0.465 -1.288
H -1.813 0.033 3.558
H 1.272 -1.501 -0.960
H -1.012 1.657 0.024
*
```


Stability ranking, top entry: <i>; the second entry is 153.1 kJ/mol less favorable.


<i>
Formula: C3H6N2S2
Source: the OMol25 dataset
Level of theory: ωB97M-V/def2-TZVPD

Results
frontier orbital gap	0.352	Ha

```
! RIJCOSX wB97M-V def2-TZVPD def2/J DEFGRID3
* xyz 0 1
H -0.259 0.996 2.190
S -1.308 0.668 -1.256
H 0.539 -1.036 -2.472
H -0.929 2.403 0.337
H -1.203 -0.415 1.571
C -0.647 0.487 1.288
C -1.408 1.442 0.360
H -2.427 1.578 0.721
N 0.497 0.091 0.502
H 1.130 -2.277 0.618
N 0.892 -0.944 -1.557
S 1.593 -1.041 1.226
C 0.200 -0.147 -0.832
*
```


<ii>
Formula: C3H6N2S2
Source: the OMol25 dataset
Level of theory: ωB97M-V/def2-TZVPD

Results
frontier orbital gap (alpha / beta)	0.285 / 0.284	Ha

```
! RIJCOSX wB97M-V def2-TZVPD def2/J DEFGRID3
* xyz 0 1
N -1.144 -1.000 0.623
H -1.017 2.923 0.649
N 0.799 0.095 0.110
H 2.096 -0.496 -1.269
H 1.638 -1.704 0.100
H -2.147 -2.291 -0.643
C -1.209 -1.684 -0.436
H -0.815 1.075 1.105
C -0.425 2.077 0.886
S 0.402 1.506 -0.620
H 0.390 2.379 1.652
C 1.319 -0.939 -0.569
S 0.112 -1.941 -1.588
*
```


Stability ranking, top entry: <i>; the second entry is 340.3 kJ/mol less favorable.